[1]
{"formula": "C5H3NS3", "method": "ωB97M-V/def2-TZVPD", "homo_lumo_gap_ev": 7.60, "lumo_ev": -1.1, "relative_energy_kcal_mol": 0.0, "smiles": "Cc1ssc(=S)c1C#N", "elements": ["C", "C", "S", "S", "C", "S", "C", "C", "N", "H", "H", "H"], "xyz": [[-0.234, -1.824, 0.401], [0.443, -0.466, 0.323], [2.008, -0.243, 1.111], [2.213, 1.727, 0.544], [0.594, 1.892, -0.146], [0.038, 3.404, -0.568], [-0.152, 0.643, -0.233], [-1.384, 0.665, -0.964], [-2.292, 0.702, -1.685], [-1.229, -1.734, 0.008], [-0.271, -2.196, 1.412], [0.268, -2.569, -0.202]], "mulliken_charge": [-1.22, 0.87, -0.10, -0.02, 0.24, -0.24, 0.01, -0.20, -0.40, 0.38, 0.35, 0.32]}



[2]
{"formula": "H7N5S2", "method": "ωB97M-V/def2-TZVPD", "homo_lumo_gap_ev": 8.94, "lumo_ev": 0.0, "relative_energy_kcal_mol": 0.0, "elements": ["N", "N", "N", "N", "N", "S", "S", "H", "H", "H", "H", "H", "H", "H"], "xyz": [[4.934, 0.502, 0.085], [-2.151, 0.002, 1.541], [3.194, -1.298, -0.189], [-3.191, 0.853, -0.688], [-1.063, -0.667, -0.566], [3.429, 0.202, -0.084], [-2.486, -0.624, 0.003], [5.138, 1.487, 0.160], [-2.911, 0.521, 1.959], [3.997, -1.912, -0.138], [-1.289, 0.532, 1.522], [-4.122, 0.682, -1.042], [-2.603, 1.200, -1.435], [-0.876, -1.479, -1.129]], "mulliken_charge": [-0.51, -0.50, -0.45, -0.57, -0.57, 0.42, 0.39, 0.24, 0.27, 0.28, 0.25, 0.24, 0.28, 0.21]}



[3]
{"formula": "C4H4O", "method": "ωB97M-V/def2-TZVPD", "homo_lumo_gap_ev": [7.28, 7.28], "lumo_ev": [-1.5, -1.5], "relative_energy_kcal_mol": 138.1, "elements": ["C", "C", "C", "C", "O", "H", "H", "H", "H"], "xyz": [[1.404, 0.943, -0.979], [1.458, 0.179, 0.037], [-1.979, -0.436, -0.151], [1.818, -0.359, 1.216], [-2.039, -1.602, -0.347], [1.971, 1.477, -1.797], [-1.787, 0.302, -0.924], [-2.149, -0.020, 0.809], [1.304, -0.483, 2.136]], "mulliken_charge": [-0.43, 0.38, -0.15, -0.49, -0.38, 0.29, 0.26, 0.26, 0.26]}



[4]
{"formula": "C15H38N2O8Si2", "method": "ωB97M-V/def2-TZVPD", "homo_lumo_gap_ev": 9.83, "lumo_ev": 0.5, "elements": ["C", "C", "N", "Si", "O", "Si", "O", "C", "N", "H", "H", "H", "H", "H", "H", "H", "H", "H", "H", "C", "O", "C", "C", "O", "C", "C", "O", "C", "H", "H", "H", "H", "H", "H", "H", "H", "H", "H", "H", "H", "H", "H", "C", "O", "C", "C", "O", "C", "C", "O", "C", "H", "H", "H", "H", "H", "H", "H", "H", "H", "H", "H", "H", "H", "H"], "xyz": [[-0.619, -3.586, 2.973], [-1.444, -3.437, 1.686], [-2.820, -3.976, 1.837], [-2.944, -5.658, 1.531], [-1.921, -6.556, 2.426], [-0.462, -7.181, 1.910], [-4.508, -6.125, 1.996], [-5.234, -5.370, 2.751], [-5.875, -4.750, 3.479], [0.398, -3.898, 2.733], [-1.054, -4.338, 3.629], [-0.543, -2.639, 3.503], [-0.918, -3.879, 0.828], [-1.509, -2.372, 1.465], [-3.405, -3.495, 1.158], [-2.787, -5.993, 0.108], [-0.439, -7.233, 0.435], [0.623, -6.320, 2.411], [-0.304, -8.522, 2.496], [2.165, 1.292, -2.273], [1.109, 0.447, -2.674], [0.842, 0.537, -4.060], [0.089, -0.681, -4.542], [0.900, -1.831, -4.723], [1.315, -2.522, -3.558], [0.232, -3.360, -2.918], [-0.657, -2.550, -2.167], [-1.900, -3.172, -1.954], [1.913, 2.343, -2.452], [2.325, 1.144, -1.207], [3.090, 1.042, -2.806], [1.780, 0.629, -4.623], [0.230, 1.430, -4.253], [-0.300, -0.453, -5.537], [-0.760, -0.890, -3.887], [1.756, -1.842, -2.825], [2.095, -3.206, -3.899], [0.702, -4.093, -2.247], [-0.317, -3.902, -3.698], [-2.394, -3.411, -2.902], [-2.530, -2.481, -1.396], [-1.776, -4.092, -1.368], [-1.101, 6.081, -0.720], [-0.426, 5.576, 0.408], [-0.085, 4.209, 0.266], [1.039, 3.840, 1.208], [2.324, 4.265, 0.766], [2.595, 5.656, 0.869], [2.853, 6.138, 2.278], [1.642, 6.294, 2.994], [1.835, 6.273, 4.389], [-2.055, 5.564, -0.883], [-1.299, 7.135, -0.539], [-0.489, 5.984, -1.625], [0.226, 3.998, -0.765], [-0.968, 3.598, 0.498], [1.097, 2.750, 1.243], [0.842, 4.199, 2.220], [1.813, 6.251, 0.395], [3.519, 5.801, 0.304], [3.367, 7.109, 2.228], [3.509, 5.423, 2.790], [2.292, 5.330, 4.712], [0.856, 6.370, 4.855], [2.468, 7.105, 4.720]], "mulliken_charge": [-1.21, -0.13, -0.33, 0.32, -0.16, 0.46, -0.37, 0.56, -0.42, 0.29, 0.32, 0.31, 0.12, 0.40, 0.33, -0.10, -0.13, -0.14, -0.15, -0.80, -0.21, -0.64, -0.33, -0.46, -0.38, -0.58, -0.24, -0.67, 0.31, 0.22, 0.36, 0.36, 0.42, 0.40, 0.13, 0.18, 0.39, 0.38, 0.35, 0.38, 0.22, 0.19, -0.77, -0.27, -0.38, -0.49, -0.44, -0.40, -0.59, -0.25, -0.77, 0.32, 0.24, 0.32, 0.22, 0.41, 0.45, 0.18, 0.19, 0.40, 0.42, 0.35, 0.33, 0.23, 0.32]}



[5]
{"formula": "H28N7O20S5", "method": "ωB97M-V/def2-TZVPD", "homo_lumo_gap_ev": 3.78, "total_charge": -3, "lumo_ev": 5.0, "elements": ["N", "H", "H", "H", "H", "N", "H", "H", "H", "H", "N", "H", "H", "H", "H", "N", "H", "H", "H", "H", "N", "H", "H", "H", "H", "N", "H", "H", "H", "H", "N", "H", "H", "H", "H", "S", "O", "O", "O", "O", "S", "O", "O", "O", "O", "S", "O", "O", "O", "O", "S", "O", "O", "O", "O", "S", "O", "O", "O", "O"], "xyz": [[2.264, -3.487, 0.209], [1.665, -2.824, 0.718], [3.082, -2.966, -0.102], [1.778, -3.949, -0.549], [2.615, -4.266, 0.754], [-0.072, -2.995, -3.165], [0.750, -2.482, -2.817], [-0.042, -2.967, -4.176], [-0.951, -2.543, -2.858], [0.023, -3.926, -2.783], [0.133, -0.178, -0.140], [0.596, -0.694, 0.614], [0.287, 0.806, 0.075], [-0.827, -0.531, -0.255], [0.628, -0.275, -1.032], [-3.201, 1.989, -1.825], [-2.317, 2.086, -2.345], [-3.019, 1.093, -1.333], [-3.987, 1.791, -2.431], [-3.458, 2.687, -1.143], [-1.910, -2.113, 2.527], [-2.392, -2.874, 2.987], [-1.681, -2.297, 1.545], [-1.126, -1.835, 3.126], [-2.490, -1.282, 2.568], [-1.181, 4.068, 0.767], [-0.475, 3.354, 1.035], [-1.192, 4.839, 1.422], [-2.104, 3.712, 0.566], [-0.851, 4.456, -0.144], [-0.036, 1.555, 3.947], [0.497, 2.106, 4.610], [0.373, 1.782, 3.029], [-1.018, 1.757, 4.073], [0.094, 0.533, 4.047], [3.165, -1.372, -3.470], [1.950, -1.511, -2.641], [3.769, -2.715, -3.718], [2.785, -0.867, -4.813], [4.140, -0.494, -2.863], [-2.714, -1.682, -0.943], [-2.874, -0.273, -0.573], [-3.946, -2.414, -0.712], [-2.352, -1.805, -2.357], [-1.569, -2.258, -0.170], [0.094, 3.287, -2.565], [-0.478, 4.349, -1.662], [0.150, 3.840, -3.932], [1.409, 2.892, -2.042], [-0.773, 2.128, -2.510], [2.037, 2.746, 1.449], [2.655, 1.696, 0.644], [0.591, 2.358, 1.582], [2.635, 2.795, 2.839], [2.255, 4.013, 0.780], [1.326, -1.769, 3.239], [1.249, -3.172, 3.598], [0.240, -1.028, 3.928], [2.618, -1.216, 3.644], [1.186, -1.656, 1.746]], "mulliken_charge": [-0.20, 0.04, 0.39, 0.30, 0.41, -0.17, 0.15, 0.40, 0.30, 0.36, 0.63, 0.33, -0.16, 0.15, 0.37, -0.19, 0.37, 0.25, 0.39, 0.27, -0.14, 0.39, 0.22, 0.32, 0.38, -0.24, 0.11, 0.40, 0.28, 0.45, -0.25, 0.40, 0.13, 0.34, 0.43, 1.04, -0.67, -0.83, -0.79, -0.70, 1.23, -0.84, -0.81, -0.98, -0.93, 1.05, -0.93, -0.77, -0.55, -0.78, 1.40, -0.69, -1.07, -0.89, -0.75, 1.26, -0.79, -1.19, -0.76, -0.89]}



[6]
{"formula": "C5H7O3", "method": "ωB97M-V/def2-TZVPD", "homo_lumo_gap_ev": 7.64, "total_charge": -1, "lumo_ev": 3.2, "relative_energy_kcal_mol": 98.3, "elements": ["O", "C", "O", "C", "C", "C", "C", "O", "H", "H", "H", "H", "H", "H", "H"], "xyz": [[-2.040, 0.671, 1.934], [-0.871, 0.990, 1.644], [-0.012, 1.544, 2.355], [-0.433, 0.396, 0.332], [0.939, 0.164, -0.064], [1.201, -0.395, -1.322], [0.550, 0.177, -2.449], [0.373, -0.295, -3.564], [-1.319, -1.927, 1.882], [-1.163, -0.248, -0.146], [0.379, 1.277, -0.184], [1.620, 0.050, 0.779], [-1.091, -2.255, 2.522], [1.678, -1.354, -1.464], [0.189, 1.206, -2.255]], "mulliken_charge": [-0.67, 0.31, -0.74, -0.21, 0.03, -0.50, -0.12, -0.63, -0.18, 0.38, -0.01, 0.50, 0.18, 0.34, 0.31]}



[7]
{"formula": "C18H17ClF3N3O3S2", "method": "ωB97M-V/def2-TZVPD", "homo_lumo_gap_ev": 9.04, "lumo_ev": 0.2, "relative_energy_kcal_mol": 0.6, "smiles": "O=C(CSc1ncc(C(F)(F)F)cc1Cl)N1CCN(S(=O)(=O)c2ccccc2)CC1", "elements": ["O", "C", "C", "S", "C", "N", "C", "C", "C", "F", "F", "F", "C", "C", "Cl", "N", "C", "C", "N", "S", "O", "O", "C", "C", "C", "C", "C", "C", "C", "C", "H", "H", "H", "H", "H", "H", "H", "H", "H", "H", "H", "H", "H", "H", "H", "H", "H"], "xyz": [[-3.006, -0.335, -0.005], [-2.259, -0.222, -0.957], [-2.261, -1.270, -2.062], [-0.730, -2.257, -2.028], [-1.230, -3.629, -1.076], [-2.507, -3.774, -0.778], [-2.899, -4.809, -0.063], [-2.011, -5.772, 0.394], [-2.469, -6.957, 1.192], [-3.730, -6.844, 1.622], [-2.410, -8.097, 0.476], [-1.705, -7.165, 2.278], [-0.655, -5.648, 0.079], [-0.257, -4.560, -0.668], [1.384, -4.318, -1.106], [-1.423, 0.827, -1.103], [-0.391, 1.004, -2.099], [0.984, 0.905, -1.423], [1.103, 1.854, -0.337], [1.454, 3.437, -0.812], [0.260, 4.222, -0.978], [2.355, 3.344, -1.922], [2.333, 4.006, 0.636], [1.806, 5.015, 1.417], [2.505, 5.435, 2.538], [3.715, 4.841, 2.857], [4.235, 3.830, 2.062], [3.539, 3.407, 0.942], [0.024, 1.758, 0.624], [-1.350, 1.825, -0.052], [-2.345, -0.830, -3.054], [-3.078, -1.966, -1.872], [-3.958, -4.860, 0.149], [0.061, -6.381, 0.416], [-0.464, 0.264, -2.893], [-0.494, 2.007, -2.529], [1.774, 1.137, -2.136], [1.134, -0.102, -1.020], [0.864, 5.458, 1.131], [2.107, 6.223, 3.158], [4.260, 5.169, 3.730], [5.180, 3.374, 2.315], [3.914, 2.630, 0.296], [0.137, 2.580, 1.332], [0.133, 0.809, 1.158], [-2.144, 1.619, 0.666], [-1.484, 2.816, -0.492]], "mulliken_charge": [-0.66, 0.91, -0.94, -0.15, 0.36, -0.38, -0.49, 0.11, 0.82, -0.27, -0.25, -0.25, -0.68, 0.20, -0.22, 0.11, -0.78, -0.87, 0.07, 1.45, -0.69, -0.76, -0.08, -0.12, -0.63, -0.33, -0.63, -0.37, -0.85, -0.91, 0.56, 0.41, 0.48, 0.49, 0.55, 0.30, 0.45, 0.35, 0.48, 0.39, 0.38, 0.39, 0.40, 0.40, 0.43, 0.44, 0.38]}



[8]
{"formula": "C3H5O3Rb", "method": "ωB97M-V/def2-TZVPD", "homo_lumo_gap_ev": 12.63, "total_charge": 2, "lumo_ev": -7.6, "relative_energy_kcal_mol": 10.7, "elements": ["H", "O", "C", "C", "O", "O", "C", "Rb", "H", "H", "H", "H"], "xyz": [[-0.573, 0.602, -1.746], [-0.313, 0.281, -0.863], [0.119, 1.256, 0.350], [-0.653, -1.044, -0.336], [0.612, 2.291, 0.087], [0.224, 0.440, 1.305], [-0.560, -0.803, 1.162], [4.261, 2.206, -1.914], [0.091, -1.753, -0.705], [-1.666, -1.300, -0.658], [-0.013, -1.582, 1.696], [-1.530, -0.595, 1.623]], "mulliken_charge": [0.45, -0.27, 0.65, -0.17, -0.33, -0.21, -0.35, 1.00, 0.28, 0.33, 0.31, 0.31]}



[9]
{"formula": "C9H11NO2Pd", "method": "ωB97M-V/def2-TZVPD", "homo_lumo_gap_ev": [7.48, 6.34], "lumo_ev": [0.4, -2.4], "relative_energy_kcal_mol": 10.6, "spin_multiplicity": 5, "elements": ["C", "C", "C", "C", "C", "Pd", "C", "C", "C", "N", "H", "H", "H", "H", "H", "H", "H", "H", "H", "H", "O", "C", "O", "H"], "xyz": [[0.151, -1.264, -1.305], [-1.173, -1.366, -0.775], [-1.107, -2.090, 0.453], [0.263, -2.450, 0.680], [1.043, -1.942, -0.414], [0.102, -0.435, 0.540], [-0.813, 1.692, -0.709], [0.521, 1.987, -1.149], [0.859, 2.708, -2.262], [1.547, 1.373, -0.194], [-1.946, -2.298, 1.111], [-2.070, -0.940, -1.218], [0.651, -2.952, 1.560], [2.122, -1.988, -0.513], [0.429, -0.756, -2.223], [-1.579, 1.433, -1.438], [2.324, 1.047, -0.797], [-1.126, 2.120, 0.251], [0.069, 3.153, -2.859], [1.896, 2.865, -2.514], [-0.650, 0.544, 4.574], [-0.544, 0.022, 3.472], [-0.288, 0.625, 2.325], [-0.681, -1.088, 3.406]], "lowdin_spin": [0.12, 0.16, 0.15, 0.16, 0.13, 1.14, 0.59, 0.10, 0.38, 0.77, 0.01, 0.01, 0.01, 0.01, 0.01, 0.03, 0.02, 0.02, 0.02, 0.02, 0.02, 0.00, 0.12, 0.00]}